--- 1 ---
Entry from the OMol25 dataset: a structure of composition C19H22N2O4 (wB97M-V/def2-TZVPD).

Each line ends with the natural charge from an NBO analysis.
Atoms and positions in Å:
C1 2.20358 2.16745 3.76726  -0.2915
H1 1.80446 2.09302 4.85012  0.1960
O1 1.77362 3.45686 3.28812  -0.5533
C2 2.26026 3.86749 2.08450  -0.0451
C3 1.38439 3.27296 1.12290  -0.4296
H2 0.65350 2.84807 1.45987  0.2151
H3 1.44446 3.88261 0.26338  0.2156
C4 2.16502 2.07576 0.31346  -0.2217
N1 1.33940 1.29416 -0.56215  -0.4263
C5 1.29162 1.38522 -1.82299  0.4129
C6 0.48962 0.63680 -2.85147  -0.2688
C7 -0.35362 -0.24014 -2.12233  -0.1220
C8 -0.31500 -0.49248 -0.48368  0.1028
N2 -0.92537 -1.55852 -0.01194  -0.5988
C9 -1.94072 -2.33469 -0.35481  0.6711
O2 -2.00903 -2.55692 -1.52319  -0.5948
C10 -2.38192 -3.31206 0.86911  -0.1118
C11 -2.47113 -2.86341 2.06776  -0.2534
C12 -3.25318 -3.75814 2.87734  -0.1297
C13 -3.44476 -5.01792 2.54636  -0.2984
C14 -3.47117 -5.29631 1.28319  -0.1471
C15 -2.68875 -4.55465 0.22460  -0.1911
H4 -2.73783 -4.89389 -0.80291  0.2611
H5 -3.59124 -6.43082 0.93506  0.2028
H6 -4.20078 -5.50148 3.17497  0.2241
H7 -3.29979 -3.42637 3.97632  0.2065
H8 -2.25180 -1.83929 2.50562  0.2425
H9 -0.74485 -1.51246 0.90265  0.4007
C16 0.78495 0.24800 0.16438  0.5567
O3 0.78072 0.03833 1.40617  -0.6891
H10 -1.03790 -0.99582 -2.68659  0.2636
C17 0.25307 0.89865 -4.09193  0.4457
O4 1.18480 1.26211 -4.84025  -0.5561
C18 -0.93577 0.33473 -4.60513  -0.7286
H11 -1.00154 0.71953 -5.67519  0.2537
H12 -0.93268 -0.88390 -4.98487  0.2736
H13 -1.96684 0.65162 -4.13551  0.2459
C19 2.37470 2.33700 -2.47042  -0.6252
H14 2.07937 3.41327 -1.92248  0.1841
H15 3.33752 2.21406 -2.59900  0.2248
H16 1.97351 2.53592 -3.38966  0.2507
H17 3.39789 2.28291 -0.31326  0.2253
H18 2.65855 1.38653 1.16235  0.2570
H19 3.44946 3.71549 2.04770  0.1731
H20 2.16233 5.08926 1.88714  0.1826
H21 1.47857 1.41572 3.29836  0.2123
H22 3.23026 1.94571 3.77107  0.1820

Values from the calculation:
HOMO, eV: -7.41
2S+1: 1
Frontier orbital gap, eV: 7.15


--- 2 ---
Entry from the OMol25 dataset: an isolated molecule of C19H22N2O4 (wB97M-V/def2-TZVPD).

Each line ends with the natural charge from an NBO analysis.
Atoms and positions in Å:
C1 4.64264 2.45816 1.99907  -0.2420
O1 3.43264 2.24421 1.32373  -0.5364
C2 3.51402 1.20565 0.37942  -0.0764
C3 2.20602 1.03134 -0.34110  -0.1003
C4 1.19476 1.96279 -0.23968  -0.1647
C5 -0.01778 1.79116 -0.90930  -0.1394
C6 -1.08623 2.78946 -0.74122  0.0430
N1 -2.30781 2.58174 -0.45980  -0.1878
N2 -2.72901 1.31822 -0.25413  -0.4948
C7 -3.97636 0.99679 0.19538  0.6802
O2 -4.88941 1.77255 0.31473  -0.5773
C8 -4.11352 -0.50033 0.51826  -0.5189
C9 -2.80746 -1.23373 0.57454  -0.0734
C10 -2.40928 -2.08834 -0.44973  -0.1893
C11 -1.16365 -2.67937 -0.43416  -0.2801
C12 -0.26992 -2.42127 0.60530  0.3834
O3 0.95004 -3.02069 0.50670  -0.5229
C13 1.90720 -2.75722 1.50518  -0.2550
C14 -0.66646 -1.58900 1.64611  -0.3201
C15 -1.92364 -1.01295 1.62579  -0.1804
C16 -0.17779 0.66340 -1.70934  -0.1999
C17 0.83579 -0.27122 -1.83538  -0.3060
C18 2.03172 -0.10416 -1.15091  0.3802
O4 3.08794 -0.96100 -1.20753  -0.5178
C19 2.96376 -2.13084 -1.98610  -0.2608
H1 5.44441 2.73736 1.30355  0.1659
H2 4.95602 1.56286 2.55184  0.1637
H3 4.46915 3.27341 2.69850  0.1966
H4 3.78888 0.25741 0.87185  0.1773
H5 4.30589 1.41981 -0.35946  0.1802
H6 1.34972 2.82521 0.38872  0.2352
H7 -0.81155 3.83251 -0.81973  0.1941
H8 -2.03483 0.57004 -0.28709  0.4045
H9 -4.76851 -0.93165 -0.24196  0.2380
H10 -4.63972 -0.55972 1.47345  0.2445
H11 -3.08154 -2.28772 -1.27150  0.2151
H12 -0.85574 -3.34491 -1.22536  0.2215
H13 2.13732 -1.68884 1.56354  0.1802
H14 1.57372 -3.11485 2.48436  0.1794
H15 2.80147 -3.30270 1.20806  0.2005
H16 -0.00778 -1.37754 2.47276  0.2245
H17 -2.21734 -0.36131 2.43598  0.2189
H18 -1.08269 0.52931 -2.28545  0.2230
H19 0.67859 -1.12633 -2.47219  0.2234
H20 3.91434 -2.65171 -1.88215  0.1992
H21 2.15584 -2.76850 -1.61667  0.1943
H22 2.79733 -1.89313 -3.04121  0.1774

Values from the calculation:
SMILES: COCc1cc(/C=N\NC(=O)Cc2ccc(OC)cc2)ccc1OC
HOMO, eV: -8.35
2S+1: 1
Frontier orbital gap, eV: 8.89


--- 3 ---
Entry from the OMol25 dataset: an isolated molecule of C19H22N2O4 (wB97M-V/def2-TZVPD).

Each line ends with the natural charge from an NBO analysis.
Atoms and positions in Å:
C1 1.99734 2.30849 2.07281  -0.2368
O1 0.97459 1.35920 1.86765  -0.4955
C2 1.15587 0.28597 1.05738  0.2634
C3 0.08120 -0.60403 1.05645  -0.2026
C4 0.11302 -1.76972 0.31408  -0.1274
C5 -1.00076 -2.75359 0.33652  0.6660
O2 -0.84001 -3.95546 0.40601  -0.5916
N1 -2.26673 -2.24165 0.27444  -0.4492
N2 -2.51157 -0.94280 0.02547  -0.2492
C6 -3.68482 -0.48508 -0.10649  0.2544
C7 -4.95952 -1.28209 0.00420  -0.6984
C8 -3.82075 0.98266 -0.40573  -0.4774
C9 -2.49718 1.68480 -0.53680  0.0913
C10 -2.11328 2.65816 0.37303  -0.2332
C11 -0.91025 3.32617 0.22579  -0.2021
C12 -0.07279 3.01837 -0.83056  -0.2312
C13 -0.43518 2.02956 -1.72967  -0.1994
C14 -1.64204 1.37210 -1.58583  -0.2255
C15 1.25485 -2.08774 -0.41089  -0.2290
C16 2.32564 -1.21298 -0.43504  0.2362
O3 3.42564 -1.55921 -1.19487  -0.5244
C17 4.61011 -1.79420 -0.45416  -0.2525
C18 2.27983 0.00279 0.26792  0.2172
O4 3.34840 0.88466 0.20101  -0.5438
C19 3.59240 1.42224 -1.08732  -0.2545
H1 2.18131 2.90672 1.17799  0.1736
H2 2.92958 1.83663 2.38937  0.1882
H3 1.62634 2.95614 2.86754  0.1869
H4 -0.77209 -0.34353 1.65897  0.2361
H5 -3.02245 -2.92771 0.30301  0.3797
H6 -5.82542 -0.64085 -0.12981  0.2309
H7 -4.98672 -2.06434 -0.75591  0.2287
H8 -5.02719 -1.75865 0.98289  0.2297
H9 -4.41568 1.44476 0.38754  0.2205
H10 -4.38644 1.08454 -1.33863  0.2226
H11 -2.76232 2.90517 1.20142  0.2043
H12 -0.62950 4.09020 0.93568  0.2106
H13 0.85767 3.55464 -0.95676  0.2070
H14 0.21919 1.77528 -2.55140  0.2115
H15 -1.92590 0.60819 -2.29372  0.2115
H16 1.31571 -3.01483 -0.95796  0.2393
H17 5.37827 -2.03183 -1.18808  0.1922
H18 4.91202 -0.91764 0.12469  0.1849
H19 4.47704 -2.64323 0.22424  0.1777
H20 2.73556 2.01323 -1.42674  0.1713
H21 3.79984 0.64308 -1.82359  0.1958
H22 4.46330 2.06696 -0.97821  0.1920

Values from the calculation:
SMILES: COc1cc(C(=O)N/N=C(\C)Cc2ccccc2)cc(OC)c1OC
HOMO, eV: -8.24
2S+1: 1
Frontier orbital gap, eV: 8.93


2 comes first in stability; the runner-up is 0.273 eV higher.


--- 1 ---
Entry from the OMol25 dataset: an isolated molecule of C18H22N2O5S (wB97M-V/def2-TZVPD).

Each line ends with the natural charge from an NBO analysis.
Atoms and positions in Å:
C1 3.28049 -0.54045 1.10403  -0.6360
C2 3.45293 -0.62876 2.60062  -0.0643
C3 4.44305 0.38440 3.15309  -0.2518
N1 3.05010 0.33661 3.64626  -0.5837
S1 2.11871 1.75612 3.21616  2.1588
O1 2.88161 2.75005 2.36981  -0.9080
O2 1.56224 2.12638 4.56737  -0.9062
C4 0.71629 1.12434 2.29062  -0.3571
C5 -0.24864 0.21680 2.95995  -0.1355
C6 -1.24120 -0.26535 2.11865  -0.2965
C7 -1.24238 0.04330 0.77778  0.2730
C8 -0.34896 0.86197 0.16214  -0.1238
C9 0.58721 1.48767 0.90116  -0.1172
C10 -0.58436 1.09421 -1.32765  0.4187
O3 -0.60209 2.57527 -1.59796  -0.5051
C11 -0.81694 2.73368 -3.02168  -0.0899
C12 0.35780 2.25706 -3.77455  -0.4711
C13 0.47495 0.83334 -3.41556  -0.0860
O4 0.60214 0.61414 -2.01123  -0.5141
C14 -1.84516 0.21587 -1.44780  0.6505
O5 -2.53376 0.08487 -2.44516  -0.5681
N2 -2.24763 -0.22967 -0.16604  -0.4347
C15 -3.30003 -1.28147 -0.01156  -0.2229
C16 -2.45943 -2.51346 -0.30379  -0.2354
C17 -2.72660 -3.19471 -1.63569  -0.4155
C18 -3.31964 -3.80214 -0.32237  -0.4266
H1 2.46168 -1.09145 0.77867  0.2142
H2 4.10531 -0.99654 0.57259  0.2268
H3 3.19659 0.48109 0.72280  0.2266
H4 3.45149 -1.73538 2.92943  0.2176
H5 5.08197 0.27792 4.04055  0.2138
H6 4.68180 1.16622 2.56513  0.2138
H7 -0.11621 -0.00040 4.05679  0.2652
H8 -1.99848 -0.94748 2.62120  0.2335
H9 1.28719 2.13865 0.36278  0.2631
H10 -1.76590 2.22399 -3.40937  0.1962
H11 -1.08244 3.82706 -3.22183  0.1986
H12 0.14235 2.24504 -4.85357  0.2240
H13 1.19713 2.93690 -3.51218  0.2231
H14 1.28893 0.37937 -3.97634  0.1969
H15 -0.35527 0.19419 -3.72804  0.1923
H16 -4.07348 -1.35020 -0.75284  0.2376
H17 -3.76547 -1.36902 0.95551  0.2185
H18 -1.49845 -2.62637 0.13986  0.2180
H19 -3.29875 -2.60869 -2.34985  0.2250
H20 -1.85610 -3.67843 -2.05691  0.2151
H21 -4.32591 -3.76399 -0.18705  0.2081
H22 -2.76865 -4.74258 -0.08396  0.2205

Values from the calculation:
SMILES: C[C@H]1CN1S(=O)(=O)c1ccc2c(c1)C1(OCCCO1)C(=O)N2CC1CC1
HOMO, eV: -8.76
2S+1: 1
Frontier orbital gap, eV: 8.67


--- 2 ---
Entry from the OMol25 dataset: an isolated molecule of C18H22N2O5S (wB97M-V/def2-TZVPD).

Each line ends with the natural charge from an NBO analysis.
Atoms and positions in Å:
C1 -6.31005 -1.63800 -0.84704  -0.2417
O1 -5.40916 -0.83780 -1.58416  -0.4890
C2 -4.32897 -0.25416 -1.01289  0.2822
C3 -3.60832 0.56603 -1.88202  -0.2485
C4 -2.47411 1.24164 -1.47551  -0.1860
C5 -2.05326 1.09002 -0.17239  -0.3566
S1 -0.59589 1.90681 0.44282  2.3154
O2 -0.11629 2.83554 -0.54796  -0.9553
O3 -0.85122 2.41679 1.75791  -0.9436
N1 0.42914 0.58064 0.63909  -0.6690
C6 1.50656 0.79441 1.58214  -0.2389
C7 2.63273 1.63895 0.98226  -0.4527
C8 3.17136 1.07344 -0.34450  0.2437
O4 4.04522 2.02144 -0.94493  -0.7164
C9 4.02060 -0.17877 -0.20111  -0.0825
C10 4.58977 -0.72979 -1.34721  -0.1456
C11 5.38041 -1.86024 -1.24737  -0.2562
C12 5.58129 -2.41000 0.00900  0.0350
N2 5.07877 -1.88024 1.10887  -0.4165
C13 4.33450 -0.79244 1.00683  0.0296
C14 1.96994 0.81774 -1.28033  -0.4440
C15 0.88351 -0.01224 -0.59873  -0.2395
C16 -2.74069 0.28492 0.71539  -0.2657
C17 -3.88401 -0.39771 0.32223  0.2871
O5 -4.59388 -1.20337 1.16697  -0.5171
C18 -4.17410 -1.30912 2.50805  -0.2536
H1 -7.07982 -1.92379 -1.56357  0.1915
H2 -6.76538 -1.08107 -0.02648  0.1844
H3 -5.82711 -2.53392 -0.45369  0.1860
H4 -3.97792 0.65556 -2.89088  0.2326
H5 -1.92546 1.88558 -2.14281  0.2423
H6 1.86189 -0.19040 1.89700  0.2056
H7 1.07146 1.31006 2.43937  0.2430
H8 3.44854 1.75855 1.69621  0.2259
H9 2.22101 2.63086 0.77191  0.2224
H10 3.55559 2.84039 -1.08788  0.4712
H11 4.43319 -0.25852 -2.30565  0.2225
H12 5.83369 -2.29936 -2.12271  0.2192
H13 6.17932 -3.30100 0.14838  0.1921
H14 3.99144 -0.40292 1.95431  0.1892
H15 2.29764 0.31682 -2.19145  0.2151
H16 1.53958 1.78430 -1.55142  0.2372
H17 1.25891 -1.01546 -0.36729  0.2112
H18 0.01389 -0.10592 -1.25329  0.2212
H19 -2.35718 0.22292 1.71901  0.2456
H20 -3.17721 -1.75329 2.58292  0.1805
H21 -4.17989 -0.33693 3.00879  0.1837
H22 -4.90004 -1.96695 2.98381  0.2027

Values from the calculation:
SMILES: COc1ccc(S(=O)(=O)N2CCC(O)(c3cccnc3)CC2)cc1OC
HOMO, eV: -8.67
2S+1: 1
Frontier orbital gap, eV: 9.23


2 comes first in stability; the runner-up is 4.199 eV higher.


--- 1 ---
Entry from the OMol25 dataset: a cluster of 2 separate species, CH4NOPS in total (wB97M-V/def2-TZVPD).

Each line ends with the natural charge from an NBO analysis.
Atoms and positions in Å:
H1 1.60376 0.76724 1.35830  -0.0557
P1 2.31614 0.70875 0.14909  0.6526
N1 1.48016 -0.56547 -0.44608  -0.9447
S1 0.23414 -1.48678 0.15982  -0.0142
H2 1.77174 -0.87698 -1.37166  0.4146
C1 -1.84167 0.35344 0.03766  0.2671
O1 -1.12244 1.30614 -0.09955  -0.5477
H3 -2.21813 -0.24014 -0.80802  0.1153
H4 -2.22370 0.03379 1.02045  0.1127

Values from the calculation:
SMILES: [H]/P=[NH+]\[S-].C=O
HOMO (spin up / spin down), eV: -8.53 / -8.17
2S+1: 1
Frontier orbital gap (spin up / spin down), eV: 7.41 / 6.79


--- 2 ---
Entry from the OMol25 dataset: a cluster of 2 separate species, CH4NOPS in total (wB97M-V/def2-TZVPD).

Each line ends with the natural charge from an NBO analysis.
Atoms and positions in Å:
H1 -0.61490 1.09031 -1.63450  -0.0369
P1 -0.18273 -0.36009 -1.76362  0.5286
N1 -0.98421 -0.73065 -0.36565  -1.0024
S1 -1.97555 0.30103 0.54867  0.1869
H2 -0.70872 -1.60437 0.12370  0.4177
C1 1.18413 0.34370 0.82508  0.2228
O1 0.26199 0.69703 1.52799  -0.5274
H3 1.53277 0.98522 0.12617  0.1121
H4 1.48721 -0.72218 0.61216  0.0986

Values from the calculation:
SMILES: [H]/P=[NH+]\[S-].C=O
HOMO (spin up / spin down), eV: -8.67 / -8.17
2S+1: 1
Frontier orbital gap (spin up / spin down), eV: 7.56 / 6.87


--- 3 ---
Entry from the OMol25 dataset: an isolated molecule of CH4NOPS (wB97M-V/def2-TZVPD).

Each line ends with the natural charge from an NBO analysis.
Atoms and positions in Å:
C1 0.31867 0.38725 -1.21522  -0.6487
N1 -0.34424 -1.28706 1.10533  -0.3505
O1 0.20633 -1.48828 -0.07837  -0.3750
P1 -0.52263 1.36182 -0.04338  0.4571
S1 -1.62040 -0.15231 1.11449  0.1394
H1 1.39108 0.64749 -1.61265  0.2475
H2 -0.26879 0.33478 -2.17609  0.2190
H3 0.36774 -1.17593 1.89682  0.3505
H4 0.47224 1.37224 1.00907  -0.0392

Values from the calculation:
HOMO (spin up / spin down), eV: -8.79 / -8.53
2S+1: 1
Frontier orbital gap (spin up / spin down), eV: 8.24 / 8.09


1 comes first in stability; the runner-up is 0.991 eV higher.